Entry 1:
This record from the OMol25 dataset describes the molecule C27H27NO4. The level of theory is the ωB97M-V functional and the def2-TZVPD basis.

```
59
Properties=species:S:1:pos:R:3:forces:R:3
C 6.0706 1.1183 -0.5880 -0.036 0.000 -0.122
C 4.9134 0.9425 -1.5718 -0.028 0.165 0.115
C 3.6303 0.5990 -0.8296 0.479 0.068 -0.467
O 2.7483 1.4034 -0.6399 -0.241 0.210 0.113
N 3.6177 -0.6964 -0.3966 0.259 -0.505 0.016
C 2.6572 -1.3640 0.3699 -0.333 -0.157 0.274
C 1.4583 -0.7567 0.7192 -0.172 0.098 0.030
C 0.5303 -1.4364 1.4984 0.382 -0.300 -0.052
C -0.7384 -0.7937 1.9105 -0.188 -0.352 0.407
O -1.4849 -1.2423 2.7494 0.119 0.074 -0.160
O -0.9697 0.3346 1.2338 -0.020 0.335 -0.288
C -2.1053 1.1165 1.5975 -0.436 0.349 0.438
C -2.9770 1.3744 0.3541 0.189 -0.048 0.175
O -3.5007 2.4476 0.1728 0.105 -0.148 0.041
C -3.1216 0.2449 -0.5853 -0.246 -0.297 -0.534
C -3.1639 -1.0859 -0.1790 -0.009 0.281 -0.002
C -3.3171 -2.0819 -1.1235 -0.035 -0.024 -0.070
C -3.4259 -1.7905 -2.4775 0.012 0.068 0.144
C -3.5841 -2.8934 -3.4765 0.010 0.036 0.016
C -3.3982 -0.4533 -2.8915 0.003 -0.005 0.101
C -3.5295 -0.0989 -4.3407 0.013 -0.037 0.037
C -3.2554 0.5419 -1.9410 0.048 -0.062 0.235
C -1.6697 2.4242 2.2100 0.053 -0.177 0.062
C -0.5186 3.0559 1.7596 -0.063 -0.071 0.032
C -0.1383 4.2698 2.3033 0.067 0.040 -0.054
C -0.9097 4.8647 3.2869 0.003 0.073 0.041
C -2.0634 4.2404 3.7296 -0.058 0.056 0.065
C -2.4423 3.0218 3.1954 0.084 -0.089 -0.099
C 0.7957 -2.7332 1.9249 -0.206 0.205 0.022
C 1.9825 -3.3387 1.5616 -0.021 0.112 -0.048
C 2.9277 -2.6776 0.7901 -0.022 0.093 -0.024
C 4.2123 -3.3657 0.4270 -0.120 0.072 0.032
H 6.9747 1.4047 -1.1199 0.089 0.010 0.018
H 6.2713 0.1985 -0.0417 0.069 -0.044 0.067
H 5.8330 1.8979 0.1316 0.021 0.055 0.088
H 5.1483 0.1609 -2.2977 -0.023 0.012 -0.036
H 4.7466 1.8773 -2.1072 -0.093 -0.117 -0.008
H 4.4329 -1.2470 -0.6214 -0.093 0.184 -0.033
H 1.2551 0.2484 0.3934 0.018 -0.008 -0.016
H -2.7101 0.5455 2.3197 0.126 0.142 -0.181
H -3.1139 -1.3513 0.8654 0.077 -0.014 0.153
H -3.3561 -3.1127 -0.8009 -0.014 -0.105 0.017
H -4.5242 -2.7869 -4.0170 -0.049 -0.054 -0.095
H -2.7782 -2.8649 -4.2093 0.024 -0.060 -0.101
H -3.5741 -3.8635 -2.9865 -0.004 -0.067 -0.015
H -4.4728 -0.4685 -4.7415 -0.049 -0.003 -0.113
H -3.4939 0.9785 -4.4760 -0.003 0.054 -0.058
H -2.7242 -0.5491 -4.9206 0.025 -0.004 -0.122
H -3.2362 1.5802 -2.2388 -0.011 0.103 -0.051
H 0.0786 2.5949 0.9875 0.099 -0.036 -0.074
H 0.7605 4.7539 1.9510 0.074 0.042 -0.025
H -0.6138 5.8149 3.7071 0.025 0.064 0.034
H -2.6699 4.7024 4.4947 -0.041 0.035 0.062
H -3.3426 2.5347 3.5409 -0.090 -0.061 0.042
H 0.0684 -3.2465 2.5340 -0.061 -0.045 0.064
H 2.1873 -4.3479 1.8884 0.037 -0.091 0.017
H 5.0732 -2.8239 0.8213 0.120 0.009 -0.016
H 4.2295 -4.3681 0.8461 0.047 -0.038 -0.012
H 4.3202 -3.4535 -0.6551 0.088 -0.027 -0.083
```
Forces are in eV/Å.

Properties
Gap between HOMO and LUMO, eV: 9.18
Total charge: 0
E_HOMO, eV: -8.7
Multiplicity: 1
DFT total energy, hartree: -1400.84737


Entry 2:
This record from the OMol25 dataset describes the molecule C27H27NO7 in a non-equilibrium geometry. The level of theory is the ωB97M-V functional and the def2-TZVPD basis.

```
62
Properties=species:S:1:pos:R:3:forces:R:3
C -0.9773 4.7203 0.7220 0.122 0.423 0.276
C -1.4411 3.3511 0.3598 0.217 -0.002 -0.076
O -0.3555 2.4497 0.7423 -0.385 -0.495 -0.344
C -0.6920 1.1790 0.5085 -1.848 -0.039 -0.339
O -1.8548 0.9420 0.1300 2.896 -0.325 0.636
C 0.4314 0.0667 0.7269 -0.680 3.224 1.682
C 1.7564 0.5826 1.4500 2.443 -1.179 0.668
O 2.7784 -0.1610 1.5451 -3.443 1.736 -0.395
O 1.8009 1.8194 1.9668 0.593 -1.311 -0.477
C 3.1712 2.1901 2.3856 -0.132 -0.203 -0.052
C 3.1538 3.6810 2.4563 -0.021 0.519 -0.040
C -0.1789 -0.9555 1.7296 -0.434 -2.299 0.027
C 0.6700 -1.9027 2.3632 -0.002 -0.217 -0.294
C 0.2051 -3.0700 2.9838 -0.396 -0.216 0.072
C -1.1654 -3.3512 3.0602 0.853 2.168 -1.245
N -1.6682 -4.5869 3.5669 -1.327 -2.896 1.330
O -2.9066 -4.7858 3.5392 2.363 0.622 -0.069
O -0.8702 -5.4344 4.0260 -1.155 1.822 -0.956
C -2.0388 -2.4120 2.5008 0.158 -0.125 0.096
C -1.5678 -1.2477 1.8729 0.119 -0.041 -0.406
C 0.8768 -0.4627 -0.6801 0.669 -2.528 1.886
C 1.6007 0.4439 -1.6197 1.195 0.425 -1.318
C 2.8510 0.9267 -1.2013 0.305 0.545 -0.152
C 3.5967 1.8278 -1.9646 -0.303 0.205 -0.096
C 3.1299 2.2570 -3.2135 -0.240 0.027 0.441
C 1.9734 1.6716 -3.7224 0.031 -0.278 0.311
C 1.2865 0.6876 -2.9870 -0.208 0.342 0.399
C -0.2606 -1.2424 -1.2292 -0.265 -1.036 -0.991
C -0.3694 -2.6121 -0.9344 0.555 0.561 0.101
C -1.4515 -3.3500 -1.3342 -1.477 -0.601 -0.538
C -2.4409 -2.7939 -2.1924 0.483 1.027 0.557
O -3.5702 -3.5258 -2.4391 -0.073 0.262 -0.608
C -4.6040 -3.0252 -3.3355 0.586 -0.125 0.368
C -2.2415 -1.4581 -2.6218 -1.045 -0.703 0.216
C -1.2238 -0.6894 -2.0688 0.197 0.104 -0.393
H -1.6825 5.4682 0.3655 -0.087 0.028 -0.049
H -0.9295 4.8019 1.8112 0.194 0.130 -0.117
H -0.0027 4.9324 0.2822 0.010 0.032 0.097
H -2.3654 3.0951 0.8894 0.298 -0.138 -0.165
H -1.5956 3.2238 -0.7155 -0.107 0.038 0.173
H 3.4078 1.7404 3.3684 -0.255 -0.038 -0.616
H 3.8767 1.8212 1.6175 -0.378 0.117 0.586
H 4.0765 4.0575 2.8982 0.011 -0.049 0.054
H 3.0756 4.1015 1.4509 -0.147 0.054 0.126
H 2.3096 4.0137 3.0659 0.126 0.092 -0.098
H 1.7511 -1.7988 2.2757 -0.399 -0.013 0.072
H 0.8921 -3.8310 3.3423 0.056 0.308 0.044
H -3.0957 -2.6714 2.4919 0.191 0.354 0.006
H -2.3216 -0.6349 1.3726 0.452 -0.209 0.267
H 1.6529 -1.1763 -0.2120 -0.869 0.467 -1.435
H 3.2790 0.5575 -0.2687 -0.185 0.361 -0.489
H 4.5029 2.2606 -1.5345 -0.131 -0.294 -0.257
H 3.6427 3.0442 -3.7669 -0.076 -0.262 0.138
H 1.5614 2.0050 -4.6803 0.325 -0.400 0.208
H 0.5206 0.1203 -3.5261 0.098 0.443 0.549
H 0.4338 -3.0968 -0.3658 -0.440 0.206 -0.039
H -1.6052 -4.3564 -0.9297 0.112 0.272 -0.408
H -5.3687 -3.8114 -3.3306 0.261 0.283 -0.005
H -5.0509 -2.0779 -2.9803 0.325 -0.397 -0.020
H -4.2258 -2.8918 -4.3655 -0.023 -0.048 0.468
H -2.9821 -0.9916 -3.2878 0.453 -0.197 0.355
H -1.1606 0.3655 -2.3598 -0.168 -0.532 0.277
```
Forces are in eV/Å.

Properties
Gap between HOMO and LUMO, eV: 7.42
Total charge: 0
E_HOMO, eV: -8.3
Multiplicity: 1
DFT total energy, hartree: -1626.35167